[1]
41
Properties=species:S:1:pos:R:3:forces:R:3 method="wB97M-V/def2-TZVPD" e_homo_ev=-8.84 smiles=CC(C)CNCCS.O.O.O.O.O.O relative_energy_kcal_mol=52.4 lumo_ev=0.133
C -0.980 -1.288 1.865 -0.67 1.89 2.99
C -2.108 -0.494 1.189 1.96 0.15 -0.83
C -3.460 -0.943 1.682 -1.39 -0.14 1.66
C -1.950 -0.656 -0.324 -2.38 -0.81 -2.27
N -0.653 -0.658 -1.013 1.67 1.10 1.68
C -0.187 -1.841 -1.711 -0.17 0.29 0.48
C 0.253 -3.017 -0.810 -0.33 -0.22 -0.76
S 1.919 -2.975 -0.032 -1.73 -0.30 1.94
H -1.067 -0.928 2.943 0.65 -0.14 -1.01
H -0.005 -0.992 1.498 0.26 -0.33 0.13
H -1.082 -2.339 2.075 -0.22 -0.71 -0.98
H -1.899 0.603 1.388 -0.45 -1.26 0.15
H -4.099 -1.519 1.014 0.28 0.21 -0.57
H -3.381 -1.622 2.554 0.41 0.18 -0.32
H -4.105 -0.155 2.113 0.42 0.05 -0.60
H -2.548 -1.565 -0.650 0.82 0.59 0.38
H -2.501 0.157 -0.823 -0.23 -0.08 0.37
H 0.042 -0.425 -0.288 -0.16 0.01 -0.67
H 0.693 -1.617 -2.329 -0.30 0.40 -0.01
H -1.025 -2.032 -2.407 0.49 -0.86 0.29
H 0.264 -3.879 -1.464 -0.19 -0.49 0.15
H -0.449 -3.162 0.014 0.09 -0.14 -0.15
H 2.576 -2.546 -1.023 1.20 0.80 -2.02
O 2.227 0.714 -3.313 0.19 -0.14 0.10
H 2.863 0.742 -2.588 0.39 -0.29 -0.26
H 2.402 -0.123 -3.757 -0.04 0.05 0.03
O -3.167 2.894 0.437 -0.60 0.01 -0.17
H -2.466 2.730 -0.197 0.03 0.05 0.06
H -2.723 3.009 1.294 0.20 -0.13 -0.31
O 1.287 3.287 0.903 0.49 0.68 -1.19
H 1.319 3.223 -0.097 -0.32 -0.51 1.09
H 1.743 4.128 1.042 -0.12 -0.15 0.43
O 1.026 2.427 -1.517 0.04 -1.37 -0.81
H 0.275 1.838 -1.712 -0.43 0.48 0.28
H 1.691 1.786 -1.833 -0.12 0.95 0.14
O -1.154 2.890 2.167 -0.22 -0.18 0.15
H -0.947 3.690 2.658 0.21 -0.02 -0.09
H -0.570 2.895 1.388 0.34 0.29 0.56
O 3.769 0.405 0.471 -0.34 0.08 -0.16
H 3.923 -0.242 1.171 -0.16 0.09 -0.11
H 2.834 0.656 0.545 0.41 -0.08 0.21

=====

[2]
11
Properties=species:S:1:pos:R:3:forces:R:3 method="wB97M-V/def2-TZVPD" e_homo_ev=-8.70 relative_energy_kcal_mol=38.0 lumo_ev=0.828
O 1.830 -0.424 -1.052 -0.15 -0.08 -0.08
C 1.539 -0.188 0.246 -0.04 0.09 0.32
C 0.310 -0.343 0.749 0.27 -0.13 -0.06
N -0.714 -0.797 -0.134 -0.25 0.28 0.00
C -1.596 0.068 -0.434 0.04 -0.37 -0.05
O -1.655 1.331 0.006 0.18 -0.05 0.09
H 1.035 -0.834 -1.437 0.18 0.10 -0.03
H 2.390 0.144 0.829 -0.09 -0.12 -0.04
H 0.110 -0.246 1.813 0.01 0.06 -0.17
H -2.403 -0.179 -1.120 0.03 0.06 0.11
H -0.845 1.468 0.535 -0.18 0.15 -0.10

=====

[3]
24
Properties=species:S:1:pos:R:3:forces:R:3 method="wB97M-V/def2-TZVPD" e_homo_ev=-10.08 smiles=O.O.O.O.O.O.O.O relative_energy_kcal_mol=104.2 lumo_ev=-0.036
O -0.767 0.495 -1.115 0.20 -2.01 -3.48
H 0.090 0.848 -1.302 0.75 0.28 0.14
H -1.107 0.884 -0.377 -0.66 1.31 3.57
O 2.059 -1.768 -0.139 -3.44 -0.82 -1.85
H 1.602 -2.459 -0.761 1.51 1.90 2.21
H 2.598 -2.211 0.491 0.61 -0.97 0.35
O -2.298 2.941 -1.346 2.96 1.37 0.02
H -1.295 3.191 -1.387 -2.90 -0.42 -0.05
H -2.206 2.024 -1.105 -0.32 -0.58 -0.29
O 2.915 3.158 1.319 1.53 0.59 -0.33
H 3.201 4.002 0.934 0.40 -0.38 0.20
H 1.991 3.271 1.257 -1.94 -0.22 0.13
O -1.597 -2.433 0.304 -1.80 1.87 -0.01
H -2.358 -1.783 0.095 2.08 -1.84 0.35
H -1.711 -3.169 -0.288 -0.34 -0.42 -0.48
O -0.251 -0.501 1.717 1.77 -0.04 -1.06
H -0.806 -0.215 2.428 0.40 0.32 1.03
H 0.739 -0.428 1.864 -2.17 0.01 0.21
O 4.217 -1.571 -1.011 1.15 3.14 -1.49
H 3.977 -0.577 -0.919 0.25 -2.64 0.20
H 4.622 -1.517 -1.902 0.01 -0.49 0.67
O -4.903 -0.682 0.293 -0.17 -0.38 2.04
H -4.139 -0.630 -0.264 0.61 0.11 -0.41
H -4.572 -0.869 1.217 -0.47 0.31 -1.67